This record from the OMol25 dataset describes the ion C2H9N2O with charge +1 at a distorted geometry. The level of theory is the ωB97M-V functional and the def2-TZVPD basis.

## Properties
relative energy (zero: lowest compared OMol25 entry of this formula, charge and spin) = 95.7 kcal/mol
HOMO-LUMO gap = 11.3 eV
E_tot = -265.9992 Ha
charge = +1
E_HOMO = -14.739 eV
SMILES = C[C@H]([NH3+])ON
strongest force on any atom = 4.043 eV/A

Geometry (Å):
C -0.0365 -0.9401 1.4808
C -0.0439 -0.4231 0.0528
N 1.3499 0.5025 -0.1324
O -1.1520 0.3926 -0.2228
N -1.1279 0.8371 -1.5730
H 0.0587 -0.0765 2.2065
H 0.6199 -1.8976 1.5756
H -1.1101 -1.3033 1.7156
H -0.0290 -1.3025 -0.9124
H 1.2840 0.7437 -1.1189
H 1.0760 1.3377 0.4506
H 2.2823 0.0797 0.0497
H -1.7441 0.1595 -1.9960
H -1.4273 1.8903 -1.5760

---

This record from the OMol25 dataset describes the molecule C16H18ClN3O4S at a distorted geometry. The level of theory is the ωB97M-V functional and the def2-TZVPD basis.

## Properties
relative energy (zero: lowest compared OMol25 entry of this formula, charge and spin) = 17.1 kcal/mol
HOMO-LUMO gap = 9.1 eV
E_tot = -1944.1110 Ha
charge = 0
E_HOMO = -8.774 eV
SMILES = Cn1cc(S(=O)(=O)N2CCOCC2)cc1C(=O)Nc1cccc(Cl)c1
strongest force on any atom = 1.096 eV/A

Geometry (Å):
C 0.1356 3.3370 0.8224
N -0.3884 1.9992 0.8697
C -1.6821 1.6894 1.0691
C -1.8186 0.3180 1.0590
S -3.3205 -0.5981 1.2961
O -2.9566 -1.8907 1.7938
O -4.2166 0.2314 2.0439
N -4.0157 -0.8362 -0.1902
C -3.3990 -1.7782 -1.0933
C -2.4972 -1.0619 -2.1048
O -3.1998 -0.0360 -2.7728
C -3.6943 0.9268 -1.8674
C -4.6403 0.2888 -0.8437
C -0.5444 -0.2231 0.8569
C 0.3369 0.8418 0.7431
C 1.7892 0.8540 0.4966
O 2.3969 1.8591 0.1812
N 2.3625 -0.3769 0.6592
C 3.6960 -0.7511 0.4956
C 4.0363 -2.0762 0.7700
C 5.3407 -2.5051 0.6235
C 6.3281 -1.6302 0.2030
C 5.9810 -0.3166 -0.0676
Cl 7.1966 0.7910 -0.5935
C 4.6804 0.1366 0.0719
H 0.9312 3.4591 1.5576
H 0.5606 3.5439 -0.1604
H -0.6678 4.0401 1.0330
H -2.4368 2.4345 1.2234
H -2.8376 -2.4868 -0.4857
H -4.1941 -2.3090 -1.6289
H -2.1633 -1.7517 -2.8815
H -1.6197 -0.6370 -1.5927
H -4.2220 1.6653 -2.4731
H -2.8532 1.4131 -1.3489
H -4.9246 0.9958 -0.0653
H -5.5403 -0.0699 -1.3557
H -0.3397 -1.2738 0.8020
H 1.7542 -1.1206 0.9701
H 3.2739 -2.7673 1.0996
H 5.5937 -3.5318 0.8390
H 7.3480 -1.9589 0.0873
H 4.4308 1.1619 -0.1416

---

This record from the OMol25 dataset describes a cluster of 6 separate species, H10IO5 in total at a distorted geometry. The level of theory is the ωB97M-V functional and the def2-TZVPD basis.

## Properties
relative energy (zero: lowest compared OMol25 entry of this formula, charge and spin) = 11.8 kcal/mol
HOMO-LUMO gap = 8.2 eV
E_tot = -680.0028 Ha
charge = -1
E_HOMO = -4.865 eV
strongest force on any atom = 2.701 eV/A

Geometry (Å):
I -29.7851 -23.7829 -7.4377
O -28.5018 -23.0873 -10.7537
H -27.7221 -23.0971 -10.1755
H -29.1164 -23.5061 -10.1802
O -26.3300 -25.0966 -6.3316
H -27.2741 -25.0537 -6.4228
H -26.1205 -25.0663 -5.3794
O -27.3834 -26.2480 -8.9175
H -27.3753 -27.1255 -8.4941
H -28.2141 -25.7953 -8.7979
O -31.7199 -20.7747 -7.7442
H -31.5537 -21.6748 -7.8549
H -32.2060 -20.7174 -6.9314
O -30.9792 -22.0187 -4.6907
H -31.0093 -22.5719 -5.5091
H -30.1395 -21.5928 -4.7523

---

This record from the OMol25 dataset describes a cluster of 3 separate species, C29H68FN11O2P3 in total at a distorted geometry. The level of theory is the ωB97M-V functional and the def2-TZVPD basis.

## Properties
HOMO-LUMO gap = 5.9 eV
E_tot = -3021.8936 Ha
charge = +1
E_HOMO = -8.622 eV
strongest force on any atom = 8.478 eV/A

Geometry (Å):
C 0.5334 0.8118 -7.4934
C 1.7928 -0.0210 -7.0361
N 1.7399 -0.3946 -5.6003
C 0.6219 -1.3109 -5.3056
N 0.4918 -2.4078 -6.2905
C -0.1158 -3.6468 -5.7234
C -1.6637 -3.4630 -5.4297
C -2.3083 -2.3249 -6.1091
C -3.7388 -2.2200 -5.7967
C -4.2738 -3.2222 -4.9002
N -3.6785 -4.2802 -4.3173
C -2.3548 -4.4089 -4.5819
C -0.0728 -4.6856 -6.9387
C -0.7369 -4.1483 -8.2560
F -0.7746 -5.8854 -6.6175
C 0.7169 -4.1238 -4.4643
C 1.5874 -5.4207 -4.6441
C 2.9323 -5.2247 -5.4329
N 4.0421 -4.6802 -4.5764
N 1.6425 -3.0483 -3.9136
C 0.7500 -1.8287 -3.7824
P 1.5213 -0.4514 -2.7533
C 1.9796 -1.1030 -1.0424
C 0.2249 0.9025 -2.6286
H 0.0047 1.1693 -6.5771
H 0.7839 1.6587 -8.1750
H -0.1567 0.1096 -8.0380
H 2.6836 0.6604 -7.1471
H 2.0002 -0.8884 -7.7211
H 2.6458 -0.8143 -5.3741
H -0.3000 -0.6698 -5.3206
H 1.4288 -2.7144 -6.5902
H -1.7569 -1.6155 -6.7553
H -4.3454 -1.3923 -6.2271
H -5.3594 -3.0989 -4.6511
H -1.7970 -5.2620 -4.1329
H 0.9650 -4.9998 -7.2051
H -1.7536 -4.6256 -8.3392
H -0.1615 -4.4955 -9.1460
H -0.9012 -3.0499 -8.2900
H 0.0477 -4.3437 -3.5855
H 1.0518 -6.2969 -5.0771
H 1.8848 -5.7423 -3.6003
H 2.8175 -4.4695 -6.2663
H 3.3306 -6.1496 -5.9170
H 4.8517 -5.2976 -4.6112
H 3.7228 -4.5792 -3.6139
H 2.3729 -2.7652 -4.5794
H 2.0027 -3.3365 -2.9975
H -0.2788 -2.1290 -3.4331
H 1.7062 -0.2946 -0.3131
H 3.0920 -1.2506 -1.0593
H 1.4459 -2.0582 -0.7953
H 0.6198 1.7005 -1.9495
H 0.0031 1.3832 -3.6115
H -0.7406 0.5497 -2.1818
O -1.8060 1.3683 0.2701
P -2.3701 1.7134 1.6524
N -3.0137 0.1419 1.9073
C -4.3589 -0.3457 2.1034
C -2.0344 -0.9063 2.1524
N -3.4395 2.9328 1.0507
C -4.8490 2.7336 0.7375
C -2.8519 3.7780 0.0037
N -2.8168 2.2158 3.2913
C -1.6894 2.1433 4.2246
C -4.0594 2.0950 4.0078
H -4.5164 -0.6683 3.1414
H -4.5572 -1.2124 1.4621
H -5.1307 0.3815 1.8698
H -1.7963 -0.9860 3.2195
H -1.1048 -0.7206 1.6095
H -2.3942 -1.8855 1.8145
H -5.0520 1.7507 0.3026
H -5.2124 3.4677 0.0147
H -5.4775 2.8959 1.6151
H -2.9194 3.3121 -0.9874
H -1.7979 3.9801 0.2092
H -3.3536 4.7481 -0.0361
H -1.5680 1.1316 4.6342
H -1.8103 2.8442 5.0560
H -0.7542 2.4127 3.7207
H -4.0776 1.2052 4.6517
H -4.9439 2.0587 3.3808
H -4.1889 2.9709 4.6528
O 1.6056 1.4473 6.6115
P 2.4503 2.3284 7.5423
N 1.0682 3.1172 8.1902
C 0.6231 4.4904 8.1674
C 0.2514 2.3152 9.0899
N 3.2856 3.1032 6.2370
C 2.9080 4.3755 5.6360
C 3.6880 2.1898 5.1611
N 3.5164 3.2103 8.6547
C 3.8773 2.4163 9.8308
C 3.6041 4.6134 8.9633
H 0.7204 4.9555 9.1578
H -0.4340 4.5533 7.8836
H 1.1595 5.1173 7.4613
H 0.6055 2.3948 10.1248
H 0.2616 1.2608 8.8070
H -0.7995 2.6255 9.0698
H 1.8239 4.5105 5.5750
H 3.2849 4.4705 4.6148
H 3.3644 5.2150 6.1635
H 2.8714 2.0042 4.4519
H 4.0079 1.2262 5.5647
H 4.5399 2.5954 4.6086
H 3.1100 2.4818 10.6146
H 4.8342 2.7374 10.2532
H 3.9896 1.3595 9.5639
H 3.0304 4.8729 9.8634
H 3.2758 5.2746 8.1688
H 4.6509 4.8753 9.1533

---

This record from the OMol25 dataset describes a cluster of 2 separate species, C2H8N4S in total at a distorted geometry. The level of theory is the ωB97M-V functional and the def2-TZVPD basis.

## Properties
relative energy (zero: lowest compared OMol25 entry of this formula, charge and spin) = 224.8 kcal/mol
HOMO-LUMO gap (spin up / spin down) = 5.2 / 8.9 eV
E_tot = -697.2235 Ha
charge = +2
E_HOMO (spin up / spin down) = -17.462 / -18.502 eV
strongest force on any atom = 3.696 eV/A

Geometry (Å):
C 0.5281 -0.3750 0.6499
C -1.7260 -0.3326 0.7400
N 1.1625 -0.8358 -0.2082
N -0.4797 -0.0649 1.4076
N 2.7822 0.7424 -1.1093
N -0.2066 0.5155 2.6555
S -2.0093 0.8775 -0.8461
H -3.2164 -0.0865 -1.4192
H -2.5485 0.0576 1.3446
H -1.8361 -1.4444 0.4551
H 3.5252 0.1158 -0.8336
H 2.6107 1.7025 -0.7627
H -0.8860 0.2821 3.4291
H 0.8027 0.3736 2.9851
H -0.9510 0.3162 -1.4816

---

This record from the OMol25 dataset describes a structure of composition C20H28NO2PbSe at a distorted geometry. The level of theory is the ωB97M-V functional and the def2-TZVPD basis.

## Properties
relative energy (zero: lowest compared OMol25 entry of this formula, charge and spin) = 63.6 kcal/mol
HOMO-LUMO gap = 5.7 eV
E_tot = -3577.9070 Ha
charge = +1
E_HOMO = -10.301 eV
strongest force on any atom = 2.784 eV/A

Geometry (Å):
O -1.2029 1.9476 -0.1980
C -0.1970 2.2802 -1.2482
C -0.8155 3.6586 -1.5065
H -0.4030 1.6093 -2.0752
H 0.8657 2.3327 -0.9745
C -2.0146 3.0547 -0.6491
H -1.1860 3.9068 -2.4952
H -0.3142 4.4961 -0.8958
C -3.1062 2.6114 -1.5985
H -2.8270 1.7515 -2.2285
H -3.2839 3.4300 -2.3043
H -4.0448 2.4776 -1.0431
C -2.5248 4.0017 0.4366
H -1.7379 4.6416 0.8497
H -3.0500 3.4497 1.2218
H -3.1988 4.7273 -0.0347
Pb 1.4390 -2.3007 1.0394
C 1.5858 1.1262 3.3348
C 2.4796 0.0565 3.1447
C 2.6367 -0.1495 1.7228
H 3.0984 -0.3749 3.9162
C 2.0768 1.0170 1.0896
C 1.5041 1.8277 2.0843
H 1.1157 2.8296 1.9746
H 1.0687 1.3714 4.2716
H 3.3288 -0.8256 1.1724
H 2.2462 1.2134 0.0238
C -1.0154 -2.1472 3.3402
C -1.5180 -0.7423 3.4291
C -1.7232 -0.2262 2.1648
H -1.6173 -0.2331 4.3910
C -1.1866 -1.1168 1.1687
C -0.8902 -2.3610 1.8139
H -1.0457 -3.3589 1.3837
H -1.6802 -2.8939 3.7958
H -2.2672 0.6888 1.8749
H -1.1394 -0.8804 0.1028
O 1.0906 -2.4801 -2.1793
C 0.5741 -1.8534 -3.3972
C 1.0960 -2.5677 -4.6560
H 0.8489 -0.7928 -3.4383
H -0.5260 -1.8842 -3.4550
C 2.0608 -3.6386 -4.1493
H 1.5358 -1.9533 -5.4447
H 0.3269 -3.0827 -5.2219
C 1.9306 -3.6228 -2.5876
H 3.0784 -3.4501 -4.5132
H 1.8181 -4.6288 -4.5470
H 2.9477 -3.5021 -2.1427
H 1.4605 -4.5837 -2.2528
Se 1.2250 -0.9481 6.4927
C 0.6968 -1.6721 5.0226
N 0.3799 -2.2364 3.9739

---

- Look up the charge of the sixth one.
  +1

---

- Which formula does entry 4 have?
  C29H68FN11O2P3